1.
{"formula": "C44H39N6O2P3ReSSe2", "method": "ωB97M-V with the def2-TZVPD basis set", "elements": ["Re", "Se", "P", "C", "C", "C", "C", "C", "C", "C", "C", "C", "C", "C", "C", "C", "C", "N", "N", "N", "P", "Se", "C", "C", "C", "C", "C", "C", "C", "C", "C", "C", "C", "C", "H", "H", "H", "H", "H", "H", "H", "H", "H", "H", "H", "H", "H", "H", "H", "H", "H", "H", "H", "H", "O", "C", "O", "C", "P", "C", "C", "C", "C", "C", "C", "C", "C", "C", "C", "C", "C", "H", "H", "H", "H", "H", "H", "H", "H", "H", "H", "H", "H", "C", "C", "C", "N", "N", "C", "N", "S", "H", "H", "H", "H", "H", "H", "H"], "xyz": [[1.993, 1.555, 0.665], [-1.638, -1.445, -4.060], [-2.224, -1.761, -2.077], [-2.096, -3.467, -1.493], [-1.476, -4.417, -2.298], [-1.367, -5.728, -1.860], [-1.883, -6.089, -0.625], [-2.514, -5.142, 0.174], [-2.625, -3.832, -0.255], [-3.878, -1.179, -1.637], [-4.964, -2.034, -1.806], [-6.251, -1.565, -1.601], [-6.459, -0.243, -1.238], [-5.378, 0.612, -1.077], [-4.090, 0.148, -1.276], [-1.128, -0.840, -0.949], [-0.039, -0.017, -1.174], [0.460, 0.299, 0.060], [-0.314, -0.299, 0.974], [-1.249, -0.972, 0.393], [0.850, 0.571, -2.613], [2.315, 2.001, -1.705], [1.817, -0.748, -3.357], [2.798, -0.405, -4.289], [3.560, -1.400, -4.875], [3.360, -2.728, -4.520], [2.396, -3.066, -3.582], [1.616, -2.081, -3.002], [-0.158, 1.540, -3.733], [-0.055, 1.382, -5.111], [-0.834, 2.170, -5.942], [-1.716, 3.093, -5.401], [-1.821, 3.244, -4.024], [-1.036, 2.474, -3.186], [-1.100, -4.129, -3.273], [-0.893, -6.469, -2.490], [-1.811, -7.114, -0.288], [-2.935, -5.431, 1.127], [-3.129, -3.100, 0.360], [-4.807, -3.065, -2.101], [-7.093, -2.231, -1.733], [-7.466, 0.123, -1.087], [-5.543, 1.646, -0.805], [-3.249, 0.822, -1.155], [2.968, 0.631, -4.558], [4.313, -1.139, -5.605], [3.959, -3.502, -4.979], [2.243, -4.101, -3.310], [0.844, -2.351, -2.295], [0.601, 0.632, -5.533], [-0.762, 2.053, -7.014], [-2.330, 3.697, -6.055], [-2.513, 3.964, -3.609], [-1.112, 2.590, -2.111], [3.581, 4.573, 2.680], [2.659, 3.930, 2.301], [2.711, 3.248, 1.105], [1.326, 3.754, 3.022], [0.522, 2.182, 2.513], [0.479, 1.136, 3.979], [1.560, 1.187, 4.860], [1.615, 0.326, 5.944], [0.590, -0.588, 6.156], [-0.487, -0.640, 5.281], [-0.544, 0.213, 4.190], [-1.147, 2.654, 2.025], [-1.389, 2.997, 0.695], [-2.617, 3.519, 0.327], [-3.613, 3.691, 1.278], [-3.373, 3.360, 2.602], [-2.140, 2.853, 2.980], [0.674, 4.579, 2.724], [1.476, 3.838, 4.098], [2.361, 1.905, 4.719], [2.446, 0.382, 6.633], [0.624, -1.248, 7.012], [-1.292, -1.343, 5.452], [-1.375, 0.150, 3.499], [-0.609, 2.897, -0.052], [-2.793, 3.809, -0.702], [-4.570, 4.104, 0.991], [-4.139, 3.515, 3.349], [-1.952, 2.640, 4.026], [7.161, 0.101, 3.528], [6.619, -0.134, 2.121], [5.137, -0.279, 2.100], [4.346, 0.428, 1.398], [3.005, 0.112, 1.588], [2.824, -0.932, 2.424], [1.649, -1.467, 2.673], [4.317, -1.498, 3.079], [8.237, 0.248, 3.488], [6.972, -0.751, 4.182], [6.716, 0.989, 3.976], [7.060, -1.037, 1.691], [6.864, 0.696, 1.459], [0.801, -1.054, 2.263], [1.552, -2.199, 3.359]], "total_charge": 2, "multiplicity": 2, "relative_energy_kj_mol": 15.3, "homo_lumo_gap_ev": [5.3, 5.3], "s2": 0.755, "fmax_ev_per_a": 0.43}

2.
{"formula": "C44H40BrN6O2S2Ti", "method": "ωB97M-V with the def2-TZVPD basis set", "elements": ["Ti", "C", "C", "C", "C", "C", "N", "C", "C", "C", "N", "C", "C", "C", "C", "C", "C", "C", "C", "N", "C", "C", "C", "N", "C", "C", "C", "C", "O", "C", "O", "H", "H", "H", "H", "H", "H", "H", "H", "H", "H", "H", "H", "H", "H", "H", "H", "H", "H", "H", "H", "H", "H", "H", "H", "H", "H", "H", "H", "S", "C", "C", "C", "C", "C", "C", "N", "C", "C", "C", "C", "C", "C", "C", "C", "N", "C", "C", "C", "C", "C", "S", "C", "H", "H", "H", "H", "H", "H", "H", "H", "H", "H", "H", "H", "Br"], "xyz": [[0.070, 0.216, 0.144], [-0.880, -4.433, -5.447], [-0.692, -3.284, -4.479], [-0.418, -2.003, -4.900], [-0.314, -0.919, -4.015], [-0.097, 0.350, -4.678], [-0.764, 1.423, -4.570], [-1.972, 1.704, -3.762], [-3.120, 0.716, -3.910], [-4.180, 1.071, -2.881], [-3.693, 0.812, -1.499], [-4.459, 0.856, -0.474], [-4.093, 0.611, 0.886], [-5.123, 0.659, 1.847], [-4.902, 0.394, 3.174], [-5.999, 0.466, 4.216], [-3.590, 0.034, 3.519], [-2.546, -0.020, 2.618], [-1.237, -0.511, 3.072], [-0.180, -0.590, 2.374], [0.993, -1.168, 3.054], [1.623, -2.249, 2.176], [0.591, -2.940, 1.311], [0.175, -2.112, 0.134], [-0.254, -2.839, -0.815], [-0.516, -2.439, -2.190], [-0.724, -3.465, -3.101], [-0.351, -1.106, -2.608], [-0.161, -0.141, -1.742], [-2.770, 0.305, 1.271], [-1.811, 0.293, 0.402], [-1.157, -4.079, -6.439], [-1.661, -5.112, -5.104], [0.038, -5.017, -5.550], [-0.331, -1.812, -5.969], [0.672, 0.386, -5.449], [-0.419, 2.204, -5.115], [-2.299, 2.698, -4.059], [-1.630, 1.799, -2.738], [-2.794, -0.313, -3.755], [-3.569, 0.772, -4.903], [-5.075, 0.478, -3.052], [-4.454, 2.122, -2.964], [-2.695, 0.673, -1.304], [-5.507, 1.071, -0.686], [-6.130, 0.906, 1.512], [-6.984, 0.537, 3.753], [-5.872, 1.340, 4.860], [-5.994, -0.417, 4.858], [-3.380, -0.232, 4.555], [-1.204, -0.834, 4.112], [0.691, -1.592, 4.009], [1.709, -0.378, 3.267], [2.087, -2.995, 2.819], [2.415, -1.846, 1.544], [-0.292, -3.185, 1.905], [1.002, -3.878, 0.945], [-0.325, -3.915, -0.648], [-0.860, -4.473, -2.709], [3.559, -2.873, -3.183], [4.832, -3.666, -3.996], [6.042, -3.234, -3.561], [5.928, -2.241, -2.542], [4.640, -1.937, -2.225], [4.134, -0.984, -1.210], [2.759, -0.737, -1.114], [2.202, 0.051, -0.219], [3.011, 0.693, 0.648], [4.395, 0.569, 0.614], [5.186, 1.354, 1.535], [4.601, 2.189, 2.411], [3.162, 2.308, 2.479], [2.496, 3.143, 3.382], [1.122, 3.200, 3.395], [0.445, 2.382, 2.477], [1.043, 1.568, 1.632], [2.388, 1.543, 1.618], [0.378, 4.065, 4.341], [0.886, 4.933, 5.260], [-0.116, 5.605, 6.024], [-1.370, 5.226, 5.667], [-1.341, 4.068, 4.415], [4.948, -0.309, -0.330], [4.616, -4.408, -4.753], [6.983, -3.604, -3.947], [6.788, -1.773, -2.074], [2.080, -1.211, -1.809], [6.267, 1.268, 1.494], [5.206, 2.788, 3.085], [3.078, 3.746, 4.073], [-0.636, 2.397, 2.428], [1.949, 5.107, 5.397], [0.093, 6.335, 6.797], [-2.314, 5.572, 6.068], [6.025, -0.445, -0.360], [-0.053, 2.714, -0.738]], "total_charge": 2, "multiplicity": 2, "relative_energy_kj_mol": 0.4, "homo_lumo_gap_ev": [6.5, 6.8], "s2": 0.754, "fmax_ev_per_a": 2.02}